[1]
{"formula": "C3H8NS", "method": "ωB97M-V/def2-TZVPD", "multiplicity": 3, "homo_ev": [-10.24, -13.99], "e_lumo_ev": [-5.125, -5.625], "total_charge": 1, "elements": ["C", "C", "C", "N", "S", "H", "H", "H", "H", "H", "H", "H", "H"], "xyz": [[-4.018, -0.326, -0.334], [2.045, -0.322, 0.277], [2.211, 1.087, -0.042], [0.896, -0.908, 0.204], [-2.731, 0.401, 0.285], [-4.003, -1.389, -0.526], [-4.917, 0.219, -0.580], [2.902, -0.905, 0.604], [1.410, 1.472, -0.666], [3.182, 1.291, -0.493], [2.200, 1.653, 0.897], [0.064, -0.394, -0.089], [0.759, -1.879, 0.463]], "forces_ev_per_a": [[-1.7405, -0.9916, -0.9286], [-0.6745, -0.4381, -0.0410], [0.0884, 0.5619, -0.0770], [0.5119, 0.2532, 0.0933], [1.9549, 0.9898, 0.9701], [-0.0407, -0.1492, 0.0353], [-0.0667, 0.0992, -0.0573], [-0.1413, -0.1441, 0.0577], [-0.0818, 0.0210, -0.0650], [-0.0043, -0.1222, -0.0472], [0.0305, -0.0675, 0.0909], [0.0427, -0.0315, -0.0163], [0.1215, 0.0190, -0.0150]]}

[2]
{"formula": "C19H76O19", "method": "ωB97M-V/def2-TZVPD", "homo_ev": -9.85, "e_lumo_ev": 0.034, "elements": ["C", "O", "H", "H", "H", "H", "C", "O", "H", "H", "H", "H", "C", "O", "H", "H", "H", "H", "C", "O", "H", "H", "H", "H", "C", "O", "H", "H", "H", "H", "C", "O", "H", "H", "H", "H", "C", "O", "H", "H", "H", "H", "C", "O", "H", "H", "H", "H", "C", "O", "H", "H", "H", "H", "C", "O", "H", "H", "H", "H", "C", "O", "H", "H", "H", "H", "C", "O", "H", "H", "H", "H", "C", "O", "H", "H", "H", "H", "C", "O", "H", "H", "H", "H", "C", "O", "H", "H", "H", "H", "C", "O", "H", "H", "H", "H", "C", "O", "H", "H", "H", "H", "C", "O", "H", "H", "H", "H", "C", "O", "H", "H", "H", "H"], "xyz": [[-1.734, 8.499, -10.211], [-2.919, 8.174, -9.488], [-1.464, 7.689, -10.888], [-1.796, 9.408, -10.809], [-0.867, 8.646, -9.567], [-3.270, 9.024, -9.213], [2.807, 11.071, -16.280], [4.156, 11.494, -15.884], [2.867, 10.274, -17.021], [2.255, 10.697, -15.418], [2.254, 11.917, -16.689], [4.780, 10.826, -16.174], [-2.280, 4.991, -8.773], [-1.254, 5.020, -7.773], [-2.386, 3.972, -9.146], [-3.200, 5.392, -8.346], [-1.888, 5.501, -9.652], [-1.552, 5.446, -6.966], [-0.216, 8.457, -16.444], [0.332, 7.215, -16.857], [0.610, 9.071, -16.085], [-0.843, 8.965, -17.177], [-0.773, 8.451, -15.507], [-0.410, 6.744, -17.242], [-1.924, 12.802, -10.586], [-1.972, 14.198, -10.615], [-1.944, 12.449, -11.617], [-1.003, 12.359, -10.208], [-2.782, 12.295, -10.142], [-1.130, 14.648, -10.715], [-4.896, 7.324, -12.075], [-5.063, 6.994, -10.722], [-4.222, 6.666, -12.625], [-5.843, 7.352, -12.613], [-4.479, 8.325, -12.187], [-4.368, 7.382, -10.184], [1.295, 11.706, -8.420], [0.847, 12.514, -7.329], [2.372, 11.709, -8.255], [0.794, 10.740, -8.367], [1.126, 12.311, -9.311], [1.028, 12.088, -6.487], [1.932, 7.412, -6.833], [3.230, 7.178, -6.260], [1.424, 6.482, -7.086], [1.279, 7.863, -6.085], [1.929, 7.981, -7.763], [3.517, 7.977, -5.811], [5.677, 10.025, -9.292], [6.011, 9.011, -8.336], [6.615, 10.302, -9.773], [4.777, 9.758, -9.846], [5.196, 10.897, -8.846], [6.930, 8.749, -8.434], [3.851, 3.496, -12.515], [2.680, 3.530, -13.229], [4.502, 4.110, -13.138], [3.827, 3.983, -11.540], [4.329, 2.517, -12.549], [2.676, 4.273, -13.837], [-3.201, 4.391, -15.175], [-2.889, 3.720, -16.404], [-2.389, 4.614, -14.483], [-3.723, 5.333, -15.344], [-3.875, 3.789, -14.567], [-2.420, 2.899, -16.236], [-3.898, 10.105, -15.965], [-4.202, 9.156, -16.980], [-3.707, 9.580, -15.029], [-2.940, 10.561, -16.214], [-4.653, 10.892, -15.946], [-4.260, 9.688, -17.776], [2.686, 7.010, -14.457], [1.840, 5.986, -14.834], [3.309, 6.851, -13.577], [3.485, 7.272, -15.150], [2.135, 7.940, -14.311], [1.300, 6.261, -15.578], [7.669, 10.497, -12.271], [7.605, 11.755, -11.543], [8.069, 9.756, -11.579], [6.658, 10.230, -12.579], [8.373, 10.609, -13.095], [7.025, 12.265, -12.113], [1.218, 5.958, -11.131], [0.679, 6.558, -12.275], [1.675, 5.020, -11.447], [2.050, 6.546, -10.743], [0.598, 5.922, -10.235], [0.939, 6.032, -13.035], [1.758, 9.779, -12.169], [0.582, 9.258, -12.823], [1.941, 10.737, -12.654], [1.644, 9.835, -11.086], [2.591, 9.138, -12.460], [0.476, 8.308, -12.729], [5.073, 5.680, -9.048], [4.066, 5.239, -8.177], [5.280, 4.837, -9.707], [4.740, 6.530, -9.644], [6.087, 5.867, -8.696], [3.871, 5.903, -7.512], [1.735, 14.571, -14.247], [0.537, 15.160, -13.835], [2.621, 15.128, -13.941], [1.935, 13.567, -13.873], [1.830, 14.679, -15.328], [0.546, 15.378, -12.901], [4.706, 13.566, -12.019], [5.500, 12.943, -12.992], [5.340, 13.571, -11.132], [4.510, 14.564, -12.410], [3.697, 13.194, -11.837], [5.148, 13.215, -13.843]], "forces_ev_per_a": [[0.8053, -0.1892, -0.4386], [0.4060, 0.6008, -0.1089], [-0.2860, -0.0961, 0.0392], [-0.4347, 0.0308, -0.0848], [-0.0436, -0.1022, 0.4283], [-0.2723, -0.0220, 0.3021], [1.0011, 0.0431, 0.2954], [-1.1896, -0.0549, -0.2446], [-0.0786, 0.0798, -0.0746], [0.0917, -0.0215, 0.1487], [0.2423, 0.0458, -0.0429], [-0.0686, -0.0197, 0.0202], [0.7883, -0.2162, 0.2347], [0.3674, -0.1486, 0.0236], [-0.3702, -0.2308, 0.4738], [-0.0806, -0.0010, -0.6475], [-0.4523, 0.6575, 0.0848], [-0.2285, -0.0351, -0.2201], [0.4568, 1.0150, 1.3182], [-0.6030, 0.1271, -0.0688], [0.2495, 0.2529, -0.7720], [0.3257, -0.1276, -0.2951], [-0.5536, -0.8519, 0.0231], [0.0692, -0.4923, -0.1248], [0.8497, -1.0119, -1.6037], [-0.8768, 0.7433, 0.7561], [-0.0590, -0.1961, -0.3544], [0.0221, 0.2698, 0.5821], [-0.0967, 0.7765, 0.5543], [0.1119, -0.6150, 0.0727], [0.3172, 0.6812, -0.2126], [-0.9044, -0.6017, -0.2012], [0.0913, -0.3905, 0.1025], [-0.1860, -0.2533, 0.2909], [0.1184, 0.2766, 0.0146], [0.4747, 0.0893, -0.1687], [0.6214, 1.1848, 1.4339], [-0.8536, 0.5362, 0.0401], [0.2578, -1.0091, -0.6471], [0.2797, -0.1070, -0.6143], [-0.3419, -0.4838, -0.1117], [0.0864, -0.1565, -0.1236], [-0.4098, -0.2405, 0.4769], [-0.7036, -0.1603, -0.5463], [0.5325, -0.3645, 0.1230], [-0.0157, 0.3705, -0.0767], [0.3812, 0.3572, 0.0831], [0.0951, 0.0291, -0.1267], [-0.0232, -0.0407, 0.8455], [-0.6662, 0.1121, 0.2727], [-0.7985, 0.3095, -0.7743], [0.6641, -0.9530, -1.0953], [0.8515, 0.4372, 0.9477], [-0.1219, 0.1790, -0.1366], [2.0772, 1.1234, -1.0603], [-2.3751, -0.5539, -0.2585], [0.9886, 0.1628, 0.4510], [-0.2571, -0.4516, 0.3180], [-0.3956, -0.1981, 0.5578], [-0.1438, 0.0074, -0.1031], [-0.5354, -0.5400, 0.5210], [0.0454, 0.9173, 0.3570], [0.6801, -0.0636, -0.4764], [0.1244, -0.1197, -0.5918], [-0.2663, -0.1816, -0.0801], [-0.0117, 0.0397, 0.2788], [0.8254, -0.0939, -0.4758], [-0.1009, 0.0270, 0.0850], [-0.6233, 0.0925, 0.0431], [0.1588, 0.3681, 0.0770], [-0.0887, -0.1037, 0.5788], [-0.1196, -0.3023, -0.2884], [1.1639, 2.1098, -0.1359], [0.2841, -1.4690, 0.8013], [-0.7207, -0.7489, 0.5269], [-0.1254, -0.3057, -0.9048], [-0.0866, 0.0880, 0.2391], [-0.3078, 0.3401, -0.5151], [0.3073, 0.9805, 1.0227], [0.1057, -1.0316, -0.4725], [-0.0961, -0.1083, -0.1011], [0.1479, -0.2587, -0.2613], [-0.2042, -0.2177, -0.2539], [-0.1751, 0.5848, -0.0083], [1.6880, -0.0293, 0.5765], [-1.0055, 0.4802, -0.0615], [-0.4246, -0.3828, 0.6423], [0.4333, 0.3560, -0.2028], [-0.8113, -0.5057, -0.5319], [-0.0508, -0.1001, -0.4022], [-0.7464, -1.0493, -1.4150], [-0.0841, 1.4418, 0.0196], [-0.0382, 0.2107, 0.4639], [0.0708, 0.1492, 0.0173], [0.3431, -0.0154, 0.4625], [0.4580, -0.5577, 0.5703], [0.0799, -0.6355, -1.0176], [0.2808, -0.2835, 0.1590], [-0.3806, -0.0284, -0.3930], [0.1019, 0.1607, -0.0877], [-0.1704, 0.4251, 1.0347], [0.1987, 0.3479, 0.2722], [1.3655, 0.5963, -0.1008], [-0.5784, 0.0205, -0.0324], [0.0783, 0.4412, 0.4963], [-0.5196, -0.3681, -0.2957], [-0.5313, -0.6269, -0.0800], [0.2088, -0.0820, -0.0290], [0.2212, 1.2709, 0.0050], [-0.2350, -0.8080, -0.6454], [-0.5591, 0.2476, 0.2645], [0.1710, 0.5417, 0.6667], [0.1411, -0.9206, 0.0454], [0.1800, -0.4022, -0.3437]]}

[3]
{"formula": "C3H5O3", "method": "ωB97M-V/def2-TZVPD", "homo_ev": -4.10, "e_lumo_ev": 3.839, "total_charge": -1, "elements": ["O", "C", "C", "H", "H", "H", "H", "O", "C", "O", "H"], "xyz": [[3.053, 1.391, 0.931], [2.195, 0.924, 0.218], [0.747, 1.106, 0.453], [2.547, 0.187, -0.571], [0.174, 0.361, -0.116], [0.232, 2.017, 0.132], [0.497, 0.776, 1.464], [-1.505, -0.735, 0.416], [-2.177, -0.936, -0.629], [-2.224, -1.896, -1.403], [-2.929, -0.071, -0.739]], "forces_ev_per_a": [[0.2097, 0.2657, -0.0519], [0.8120, -0.4042, 0.1083], [-1.3040, -1.3005, -0.9195], [-0.5751, 0.6288, 0.2486], [0.3075, -0.0444, 0.0191], [0.6794, 0.3393, 0.4884], [0.0915, 0.6558, 0.1432], [0.3497, -0.4691, -0.2934], [-0.9165, 0.7738, 1.3118], [0.1897, -0.0018, -0.3541], [0.1560, -0.4435, -0.7005]]}

[4]
{"formula": "C6H10BrNO2S", "method": "ωB97M-V/def2-TZVPD", "homo_ev": -8.98, "e_lumo_ev": -0.012, "elements": ["C", "C", "C", "C", "C", "C", "N", "O", "O", "S", "Br", "H", "H", "H", "H", "H", "H", "H", "H", "H", "H"], "xyz": [[0.040, 0.098, -0.282], [-2.327, -0.260, -0.689], [0.913, -2.173, 1.157], [-0.463, 2.694, -0.395], [1.397, -1.867, -0.188], [0.499, 1.548, -0.561], [0.972, 0.765, 0.606], [-1.261, -0.246, 0.116], [0.602, -0.892, -1.037], [-2.256, -0.593, -2.242], [-3.917, 0.119, 0.254], [1.285, -3.010, 1.535], [1.163, -1.301, 1.825], [-0.137, -2.244, 1.268], [-1.270, 2.622, -1.020], [-1.077, 2.567, 0.589], [0.068, 3.680, -0.338], [1.571, -2.795, -0.828], [2.418, -1.444, 0.010], [1.257, 1.657, -1.336], [0.522, 1.075, 1.556]], "forces_ev_per_a": [[1.6593, 1.1588, -1.5962], [1.2048, -0.1054, -0.4435], [-1.9641, 4.6613, 0.6791], [0.8868, 0.1337, 4.0319], [1.7834, 0.1230, -2.5100], [-1.0834, -1.3492, 0.2890], [-1.6435, 0.4796, 2.3179], [-0.6227, 1.0631, 1.9901], [1.1242, -1.6646, 1.4570], [-0.4144, 0.0732, -0.7989], [0.0002, -0.0285, 0.3034], [2.0160, -3.6177, 1.5013], [-0.0014, -1.0434, -0.4145], [-1.3266, -0.2868, -0.2961], [-1.5662, 0.3767, -2.5304], [1.4616, 0.2285, -1.0920], [-0.7575, -0.8622, -0.3577], [-0.6637, 1.3626, 0.5954], [-0.8063, -0.0230, -0.8499], [-0.1493, -0.1023, 0.1618], [0.8628, -0.5773, -2.4377]]}